The following is a DFT calculation (ωB97M-V/def2-TZVPD) of the molecule C3H8N2O2 in a non-equilibrium geometry.

## Properties
Energy, eV: -10314.5800
Lowest unoccupied orbital energy, eV: 0.529
Total charge: 0
ΔE to the lowest compared entry with this formula, charge and spin, eV: 2.372
SMILES string: NCC(=O)NCO

```
15
Properties=species:S:1:pos:R:3:forces:R:3:nbo_charge:R:1
O -2.239124 0.232121 -0.010127 1.2746 0.0212 -2.4595 -0.593
C -1.128293 -0.118511 -0.421405 1.1989 -0.0450 1.8545 0.673
N -0.419463 -0.851773 0.569584 -2.0728 0.0628 0.2739 -0.671
C 0.936846 -0.939961 0.944931 -0.2291 1.0419 1.5039 0.064
O 1.436960 0.378103 1.395091 0.4414 -1.1679 -0.6499 -0.764
C -0.195971 0.204902 -1.642647 1.9621 -1.4789 0.3460 -0.330
N 1.024682 1.006348 -1.207764 -1.4666 -0.0566 0.0667 -0.806
H -1.078632 -0.720852 1.355196 0.8660 -0.6425 -0.1737 0.395
H 1.571265 -1.432159 0.226591 0.3735 0.6325 -0.6424 0.191
H 0.986830 -1.587083 1.806406 -0.0919 -0.3234 0.3288 0.186
H 1.216742 0.504175 2.318366 -0.0697 -0.1769 0.1967 0.481
H -0.721504 0.822757 -2.379037 0.1762 -0.6477 -0.0835 0.227
H 0.350724 -0.783690 -2.032568 -2.1019 1.8977 0.4094 0.220
H 0.563233 1.766874 -0.725215 0.6120 0.6449 0.1472 0.348
H 1.616625 0.587584 -0.467464 -0.8728 0.2379 -1.1181 0.379
```
Forces are in eV/Å.

---

The following is a DFT calculation (ωB97M-V/def2-TZVPD) of an isolated ion of composition C10H14NOS and charge +1 in a non-equilibrium geometry.

## Properties
Energy, eV: -24958.9975
Lowest unoccupied orbital energy, eV: -3.423
Total charge: +1
ΔE to the lowest compared entry with this formula, charge and spin, eV: 2.141

```
27
Properties=species:S:1:pos:R:3:forces:R:3:nbo_charge:R:1
C -0.541943 1.355869 -2.355830 0.8278 -0.1044 -1.3099 -0.345
C -0.062495 1.129636 -3.651894 -0.3978 -0.5977 1.7748 -0.352
C -0.099845 0.323416 -1.546339 0.7911 0.5425 4.0157 0.065
C 0.783443 -0.537045 -2.064297 -0.2992 -1.1998 0.7830 -0.396
C 1.265097 -1.550876 -1.143551 0.4485 1.6626 0.9701 -0.068
C 1.122586 -1.338574 0.204629 0.1962 -1.9172 -1.8403 -0.356
C 0.525746 -0.098151 0.534626 -2.9495 2.8569 -2.1353 0.223
C -1.851332 -0.838661 0.703443 -0.1009 -0.7375 -1.3523 -0.426
C -0.455833 -0.861364 2.683545 0.2987 0.3705 -0.3077 -0.417
C 1.340378 1.146411 0.823856 1.5099 1.5827 -0.1645 -0.165
N -0.739575 -0.163079 1.371008 1.0366 -0.3883 0.8764 -0.398
O 0.535797 2.273680 1.245882 -0.4413 -0.8676 -0.6549 -0.734
S 0.945552 -0.279943 -3.734265 -0.2292 0.5262 -0.4764 0.545
H -1.130998 2.177464 -2.027695 -0.5603 0.4498 -0.1627 0.242
H -0.420961 1.627634 -4.516503 0.1281 0.3457 -0.7441 0.255
H 1.815743 -2.290754 -1.602049 1.0232 -2.1744 -0.2894 0.228
H 1.258399 -2.128402 0.953714 0.2979 0.3355 -0.3951 0.251
H -1.612278 -1.896998 0.627247 -0.3592 -0.0717 0.3854 0.230
H -2.823008 -0.603144 1.114841 0.0535 -0.1930 0.6290 0.242
H -1.850612 -0.506326 -0.318908 -0.0886 0.3634 -0.3826 0.255
H -1.101383 -0.426574 3.377754 -1.0511 0.5816 1.2914 0.233
H -0.667456 -1.898898 2.632608 -0.3552 -0.8911 -0.4736 0.231
H 0.546195 -0.784998 3.065381 0.5695 0.6002 -0.3428 0.238
H 1.942208 1.278069 -0.175991 -0.8705 0.1974 2.1332 0.232
H 2.005966 1.277205 1.726662 0.0642 -1.8965 -1.0628 0.239
H -1.063791 0.791241 1.572564 0.7612 0.0733 -0.0779 0.462
H 0.334401 2.823162 0.499564 -0.3037 0.5509 -0.6866 0.487
```
Forces are in eV/Å.

---

The following is a DFT calculation (ωB97M-V/def2-TZVPD) of a 2-piece molecular cluster, C23H20N overall in a non-equilibrium geometry.

## Properties
Energy, eV: -25657.5570
Lowest unoccupied orbital energy, eV: -4.604
Total charge: +1
ΔE to the lowest compared entry with this formula, charge and spin, eV: 0.658

```
44
Properties=species:S:1:pos:R:3:forces:R:3:nbo_charge:R:1
C 0.325371 -1.079232 -0.909768 -0.4260 1.7186 -0.7400 0.139
C -0.937178 -1.731615 -0.681649 -1.8934 -0.8240 0.5560 -0.204
C -2.134050 -0.952586 -0.729656 -0.0417 -0.1726 -0.5857 -0.063
C -3.396208 -1.521027 -0.896634 0.2109 -0.2448 0.1405 -0.242
C -3.530115 -2.912383 -1.024442 0.8333 0.1451 -0.3917 -0.130
C -2.383849 -3.712145 -0.844197 -0.1512 0.2909 0.4054 -0.227
C -1.149492 -3.149166 -0.484643 0.3125 0.4613 -0.4312 -0.128
C 1.610326 -1.734676 -0.803187 1.8109 -0.2206 0.3769 -0.113
C 2.791293 -0.944310 -0.682794 -0.1262 0.0633 -0.4203 -0.152
C 4.070708 -1.494482 -0.784263 -0.0652 -0.2472 0.0622 -0.216
C 4.251068 -2.876464 -0.957534 -0.6664 0.2339 -0.2292 -0.138
C 3.110599 -3.687716 -1.010151 0.0183 0.2983 0.0408 -0.214
C 1.830988 -3.137260 -0.918186 -0.1278 0.1486 -0.1944 -0.156
H 0.310364 -0.068601 -1.439633 0.1261 -2.6121 -0.0563 0.261
H -2.055850 0.133577 -0.643364 -0.1350 -0.5549 -0.2548 0.214
H -4.280910 -0.888309 -0.973422 0.3110 -0.1003 0.1063 0.234
H -4.496043 -3.353744 -1.301554 0.5122 0.1459 0.2497 0.238
H -2.447293 -4.791934 -0.987930 -0.0673 0.2707 0.4468 0.237
H -0.346582 -3.807265 -0.088275 -1.0045 0.6171 -0.6311 0.227
H 2.681655 0.136879 -0.544367 0.0812 -0.3763 -0.1092 0.222
H 4.957416 -0.859350 -0.769200 -0.3839 -0.0249 0.1209 0.236
H 5.248021 -3.299603 -1.125724 -0.4494 0.2057 0.2372 0.238
H 3.202016 -4.761412 -1.172685 0.0028 0.2867 0.0861 0.235
H 0.984855 -3.807534 -1.037429 0.6320 0.2542 -0.2419 0.219
C 0.058445 3.555785 3.420531 -0.1520 0.4235 0.3068 -0.651
C 0.010220 2.533245 2.352585 0.3320 -0.4945 -0.0234 0.092
C 0.499861 1.260167 2.576229 0.0308 -0.4369 -0.2463 -0.259
C 0.474256 0.299658 1.549481 -0.4554 1.1971 -0.5845 0.095
N 0.025137 0.646716 0.351923 0.5165 -1.1217 1.2132 -0.418
C -0.487532 1.878598 0.049120 0.6300 0.1687 0.7362 0.134
C -0.507579 2.878987 1.073535 -0.1165 -0.2501 -1.0976 -0.022
C -0.993880 4.161402 0.690389 -0.4045 0.2456 -0.5240 -0.175
C -1.467058 4.420664 -0.592368 0.2323 -0.1273 0.6755 -0.199
C -1.417386 3.425467 -1.594372 0.3344 -0.9302 0.2785 -0.160
C -0.920658 2.166277 -1.269409 -0.0784 0.4574 -0.2519 -0.239
H -0.387748 4.463184 3.033058 0.0804 0.1964 0.4620 0.219
H -0.511441 3.238358 4.298744 0.1529 0.0258 -0.0715 0.246
H 1.085278 3.778075 3.722040 -0.1018 -0.0962 0.0158 0.246
H 0.951328 0.953096 3.510758 -0.1798 0.2951 0.1886 0.235
H 0.832794 -0.740151 1.676285 -0.1770 0.7657 -0.0042 0.217
H -1.006715 4.976539 1.410720 -0.0937 -0.2218 -0.2437 0.222
H -1.880532 5.406671 -0.822088 0.2565 -0.3627 0.0701 0.237
H -1.751411 3.632030 -2.616176 0.1234 -0.0482 0.4610 0.239
H -0.822497 1.365598 -2.010313 -0.2434 0.5519 0.0964 0.221
```
Forces are in eV/Å.

---

The following is a DFT calculation (ωB97M-V/def2-TZVPD) of a 4-piece molecular cluster, C19H40Br2O5 overall in a non-equilibrium geometry.

## Properties
Energy, eV: -170672.9004
Lowest unoccupied orbital energy, eV: 0.397
Total charge: 0
ΔE to the lowest compared entry with this formula, charge and spin, eV: 0.544
SMILES string: C[C@H](Br)[C@H](Br)[C@@H]1COC(=O)C1.CCOCC.CCOCC.CCOCC

```
66
Properties=species:S:1:pos:R:3:forces:R:3:nbo_charge:R:1
C 5.404960 -0.208691 -3.630412 0.2882 -0.1556 0.7491 -0.634
C 4.081198 -0.302412 -2.920417 -0.4275 0.1481 -1.0320 -0.239
Br 4.262066 -0.980440 -1.107612 -0.0112 -0.0544 0.0225 0.009
C 2.961639 -1.103670 -3.638743 0.3833 0.1680 0.7925 -0.240
Br 3.170791 -1.138863 -5.566419 -0.1111 -0.1101 -0.0450 0.009
C 1.628776 -0.549098 -3.222895 0.1140 0.4692 -0.4471 -0.293
C 0.368569 -1.331550 -3.494849 -0.7677 0.9664 0.6586 -0.065
O -0.673475 -0.354695 -3.161997 -0.8419 -0.9218 0.6354 -0.514
C -0.138400 0.861435 -2.981623 2.7753 -2.0488 -2.6604 0.813
O -0.574971 1.720614 -2.350015 -1.9930 2.9429 2.1152 -0.545
C 1.176231 0.801708 -3.749960 -0.2175 0.1247 -0.0439 -0.525
H 6.112746 0.249752 -2.955200 0.2899 0.1365 0.1883 0.227
H 5.318434 0.443752 -4.479601 -0.0776 0.0924 -0.5312 0.229
H 5.800524 -1.173247 -3.912722 0.0427 -0.2735 -0.2099 0.221
H 3.703584 0.701015 -2.823118 -0.0541 0.4276 0.3773 0.209
H 3.030175 -2.105589 -3.247091 0.0700 -0.6352 -0.4473 0.234
H 1.710022 -0.404405 -2.147346 0.0556 -0.3293 0.3354 0.236
H 0.201132 -1.565749 -4.535794 0.2901 -0.5546 -0.2271 0.201
H 0.212780 -2.124755 -2.781793 -0.0014 -0.6465 -0.2307 0.209
H 0.864990 0.722016 -4.789812 0.3268 0.0168 -0.3382 0.231
H 1.846558 1.636917 -3.634284 0.0477 0.2944 0.2886 0.230
C -1.343499 0.242777 2.905388 -0.0441 0.0594 -0.1069 -0.646
C 0.072058 -0.260669 2.682379 -0.0350 0.0977 0.1288 -0.062
O 0.380417 -0.528749 1.326419 0.1042 -0.2358 -0.0766 -0.543
C 0.285540 0.569615 0.435694 -0.0746 0.1421 0.1985 -0.043
C 1.208078 1.726008 0.778227 0.0821 -0.0160 0.0777 -0.654
H -2.068221 -0.476738 2.520660 0.0100 -0.0170 0.0236 0.209
H -1.524722 0.390541 3.970657 0.0299 -0.0249 0.0082 0.221
H -1.524468 1.193339 2.401641 0.0260 0.0355 0.0604 0.204
H 0.198436 -1.205264 3.212941 0.0719 -0.0543 -0.1172 0.185
H 0.803978 0.434858 3.108348 -0.0536 0.0529 0.0195 0.159
H -0.751694 0.908511 0.356238 0.0139 0.0532 -0.0214 0.171
H 0.555317 0.178253 -0.540973 -0.0166 -0.1731 0.0298 0.163
H 0.974974 2.162534 1.750169 -0.0546 0.0451 -0.0322 0.205
H 1.114288 2.511985 0.027648 -0.0258 -0.0265 -0.0227 0.223
H 2.246691 1.388855 0.807128 -0.0071 -0.0072 -0.0224 0.209
C 3.045431 -0.530532 6.056780 -0.0824 -0.1194 -0.0432 -0.645
C 2.148559 0.420518 6.830392 0.1333 -0.0397 0.0337 -0.063
O 0.768266 0.124004 6.715992 -0.1397 0.1599 -0.0962 -0.538
C 0.360400 -1.151741 7.175070 0.0223 -0.1275 0.0320 -0.064
C 0.649661 -1.402754 8.645352 0.0746 0.0972 0.0263 -0.645
H 2.773404 -0.533016 4.999811 0.0201 0.0216 -0.0022 0.213
H 4.089845 -0.230441 6.147862 -0.0138 0.0449 0.0023 0.216
H 2.963059 -1.555580 6.420741 0.0560 0.0136 0.0462 0.203
H 2.268455 1.429391 6.434727 -0.1248 0.0107 -0.0059 0.187
H 2.444056 0.462405 7.884711 0.0220 -0.0566 0.0027 0.159
H 0.801299 -1.939957 6.553876 0.0414 -0.0119 0.0421 0.158
H -0.716605 -1.192163 7.009201 0.0067 0.0925 -0.0544 0.187
H 1.718229 -1.381377 8.862879 0.0053 -0.0734 -0.0184 0.203
H 0.269581 -2.381229 8.940891 -0.0213 0.0041 -0.0148 0.216
H 0.170834 -0.641426 9.262863 -0.0230 -0.0147 -0.0054 0.213
C -6.214004 -0.714245 -4.877197 -0.0203 0.0373 0.1238 -0.644
C -5.343618 0.405463 -5.423440 0.0418 -0.1050 -0.0291 -0.062
O -5.379553 1.591921 -4.654915 -0.0832 0.1665 -0.0721 -0.537
C -4.949273 1.477980 -3.307908 0.0607 -0.1041 0.0962 -0.065
C -3.516224 1.000728 -3.151835 -0.2014 -0.0284 -0.1373 -0.645
H -7.250760 -0.384622 -4.794183 -0.0010 -0.0058 -0.0318 0.211
H -6.173734 -1.579898 -5.539618 -0.0060 0.0193 -0.0254 0.213
H -5.890006 -1.038189 -3.887432 0.0514 -0.0427 -0.0299 0.204
H -5.701774 0.686922 -6.414422 0.0024 0.0975 0.0293 0.184
H -4.309899 0.063120 -5.550793 -0.0040 -0.0461 0.0506 0.157
H -5.635082 0.835472 -2.743417 0.0228 -0.0450 -0.0085 0.155
H -5.044106 2.478234 -2.884571 -0.0500 0.0361 -0.1016 0.186
H -3.365423 -0.001904 -3.551758 -0.0378 -0.0428 0.0734 0.204
H -3.242551 0.981941 -2.097605 0.0468 0.0292 -0.0153 0.225
H -2.833968 1.671072 -3.672918 -0.0061 0.0444 0.0361 0.211
```
Forces are in eV/Å.

---

For each record above, in turn, the calculated Kohn-Sham gap values are 10.06 8.58 7.27 9.79 eV.